Record 1
ORCA calculation (wB97M-V/def2-TZVPD) on a molecular structure, C20H23InNO9S at a distorted geometry.

Positions of all 55 atoms, in Å:
In1 -0.2715 1.8003 -0.0898
S1 0.5336 2.7509 -3.1512
O1 1.1836 -3.9934 1.2910
O2 0.6709 1.8136 -4.4267
O3 -0.3804 -0.1219 -0.8902
O4 -0.7710 -0.0094 -3.0645
O5 1.4588 3.7998 -3.3985
O6 -1.8643 1.3177 2.1178
O7 0.7254 0.6980 1.3876
O8 -0.8640 3.0442 -3.1358
O9 0.9476 1.9339 -1.9162
N1 1.4454 -1.3743 -3.7435
C1 2.0859 -3.5037 -2.8026
C2 2.1272 -2.6218 -4.1251
C3 -1.0032 4.7563 -0.5899
C4 -1.6045 6.3026 1.1295
C5 -1.0225 3.6960 0.3174
C6 1.0893 -1.3220 -2.3097
C7 -0.1523 -0.4744 -2.1256
C8 -1.2156 3.9850 1.7163
C9 0.5335 -2.9219 1.8215
C10 -1.6240 0.4175 2.9183
C11 1.0007 -1.6917 1.3725
C12 -2.3911 0.3712 4.2277
C13 0.3533 -0.4948 1.7232
C14 0.8737 -5.2522 1.8993
C15 1.1067 -2.7924 -1.7800
C16 -1.0248 -1.9088 3.2133
C17 -1.5113 5.2411 2.1170
C18 -1.3600 6.0573 -0.1766
C19 -0.7051 -0.6499 2.6412
C20 -0.4878 -3.0658 2.7619
H1 1.9376 -0.5595 -4.0549
H2 1.8549 -4.5827 -2.8965
H3 1.7919 -0.7641 -1.7000
H4 1.5292 -2.8116 -0.7753
H5 -0.8576 -3.9685 3.1686
H6 -1.4454 6.8620 -0.9143
H7 0.1091 0.9415 -4.1599
H8 0.9625 -5.0666 2.9991
H9 -3.0437 -0.4982 4.3399
H10 3.1664 -2.3895 -4.4263
H11 -1.0900 3.2291 2.4884
H12 -1.9548 7.2570 1.4982
H13 -1.7529 0.3684 5.1130
H14 1.5797 -3.0815 -4.9229
H15 -3.0217 1.2169 4.3562
H16 0.0867 -3.2330 -1.8327
H17 -0.0687 -5.6348 1.5016
H18 1.8959 -1.6954 0.7012
H19 -1.7814 -2.0122 4.0196
H20 1.6849 -6.0089 1.5888
H21 3.1075 -3.5035 -2.4389
H22 -1.6885 5.5292 3.1130
H23 -0.8836 4.6192 -1.6956

The value obtained for the energy above the lowest of the compared OMol25 structures with the same formula, charge and spin is 149.9 kJ/mol. The max |F| comes out at 3.38 eV Å⁻¹. The total charge is -1. For the highest occupied orbital energy, the calculation gives -5.77 eV. The calculation puts the total energy at -2096.2532 Eh. For the LUMO energy, the calculation gives 2.413 eV.

From a Mulliken analysis of the wavefunction, the atomic charges in e read: number 1, In, carries 1.199; number 2, S, carries 1.283; number 3, O, carries -0.406; number 4, O, carries -0.586; number 5, O, carries -0.616; number 6, O, carries -0.810; number 7, O, carries -0.720; number 8, O, carries -0.517; number 9, O, carries -0.967; number 10, O, carries -0.643; number 11, O, carries -0.683; number 12, N, carries -0.359; number 13, C, carries -0.873; number 14, C, carries -0.649; number 15, C, carries 0.251; number 16, C, carries -0.272; number 17, C, carries 0.189; number 18, C, carries 0.647; number 19, C, carries -0.188; number 20, C, carries -0.128; number 21, C, carries 0.408; number 22, C, carries 0.832; number 23, C, carries -0.136; number 24, C, carries -1.631; number 25, C, carries 0.448; number 26, C, carries -0.924; number 27, C, carries 0.285; number 28, C, carries -0.687; number 29, C, carries -0.795; number 30, C, carries -0.819; number 31, C, carries 1.005; number 32, C, carries -1.252; number 33, H, carries 0.317; number 34, H, carries 0.425; number 35, H, carries 0.152; number 36, H, carries -0.528; number 37, H, carries 0.515; number 38, H, carries 0.358; number 39, H, carries 0.426; number 40, H, carries 0.422; number 41, H, carries 0.356; number 42, H, carries 0.261; number 43, H, carries 0.294; number 44, H, carries 0.342; number 45, H, carries 0.379; number 46, H, carries 0.296; number 47, H, carries 0.410; number 48, H, carries 0.457; number 49, H, carries 0.312; number 50, H, carries 0.589; number 51, H, carries 0.078; number 52, H, carries 0.206; number 53, H, carries 0.308; number 54, H, carries 0.428; number 55, H, carries 0.311

Record 2
ORCA calculation (wB97M-V/def2-TZVPD) on 3 unconnected molecules or ions with the total composition C12H26NO7PS3 at a distorted geometry.

Positions of all 50 atoms, in Å:
S1 0.9649 -2.3126 3.1806
S2 1.0902 6.4055 -3.3142
S3 -0.4552 -0.0637 -2.0084
P1 -2.6074 -3.9741 -1.4563
O1 2.3630 -1.9758 3.0500
O2 -1.4526 0.7896 -1.2877
O3 0.5029 7.4879 -2.5579
O4 0.8103 -0.4464 -1.0189
O5 1.7866 6.6308 -4.5594
O6 0.2071 -2.8733 2.0804
O7 0.0979 0.6256 -3.2071
N1 -2.5354 -4.8405 -0.0988
C1 0.5413 -2.3730 5.7630
C2 0.0926 -0.8927 3.8390
C3 -0.0824 -2.7976 -0.6177
C4 0.7615 -3.3525 4.6166
C5 -1.5106 -2.4792 -1.2219
C6 0.4516 -1.4125 -0.0037
C7 -1.2497 -1.6477 -2.5670
C8 -0.4167 -1.3079 5.2221
C9 0.5910 3.8346 -3.2995
C10 2.1431 5.4344 -2.2384
C11 -0.1432 5.1416 -3.5742
C12 1.4367 4.0883 -2.0496
H1 -2.1266 -4.6913 -2.5956
H2 0.7988 -0.0648 3.9039
H3 -0.4757 -2.1438 -3.2164
H4 2.1567 3.2863 -1.8802
H5 -0.5356 5.2103 -4.5874
H6 2.2723 5.9594 -1.2930
H7 3.1080 5.3147 -2.7312
H8 -0.1028 3.0076 -3.1566
H9 -0.1206 -3.9742 4.4545
H10 -0.3170 -1.0267 0.7222
H11 -1.9911 -1.7427 -0.5117
H12 1.3430 -1.6613 0.6213
H13 -0.1164 -3.6079 0.1376
H14 0.6104 -3.0941 -1.4525
H15 -3.4756 -4.9214 0.3023
H16 -0.7256 -0.6302 3.1697
H17 -0.9429 5.3035 -2.8496
H18 0.7848 4.1341 -1.1725
H19 -2.1796 -1.4553 -3.1533
H20 1.6426 -3.9783 4.7478
H21 0.1362 -2.8724 6.6436
H22 1.2427 3.5870 -4.1423
H23 -3.9590 -3.5383 -1.6990
H24 -0.4841 -0.4486 5.8903
H25 1.4901 -1.9075 6.0448
H26 -1.4203 -1.7329 5.1326

The value obtained for the energy above the lowest of the compared OMol25 structures with the same formula, charge and spin is 167.6 kJ/mol. The max |F| comes out at 4.66 eV Å⁻¹. Its SMILES is N=[PH2][C@H]1CCOS(=O)(=O)C1.O=S1(=O)CCCC1.O=S1(=O)CCCC1. For the highest occupied orbital energy, the calculation gives -8.89 eV. The calculation puts the total energy at -2590.0690 Eh. For the LUMO energy, the calculation gives 0.385 eV.

From a natural (NBO) analysis of the wavefunction, the atomic charges in e read: number 1, S, carries 2.172; number 2, S, carries 2.168; number 3, S, carries 2.252; number 4, P, carries 1.285; number 5, O, carries -0.936; number 6, O, carries -0.920; number 7, O, carries -0.945; number 8, O, carries -0.666; number 9, O, carries -0.945; number 10, O, carries -0.957; number 11, O, carries -0.916; number 12, N, carries -1.302; number 13, C, carries -0.407; number 14, C, carries -0.682; number 15, C, carries -0.439; number 16, C, carries -0.673; number 17, C, carries -0.568; number 18, C, carries -0.104; number 19, C, carries -0.629; number 20, C, carries -0.401; number 21, C, carries -0.413; number 22, C, carries -0.680; number 23, C, carries -0.674; number 24, C, carries -0.401; number 25, H, carries -0.054; number 26, H, carries 0.253; number 27, H, carries 0.251; number 28, H, carries 0.227; number 29, H, carries 0.253; number 30, H, carries 0.249; number 31, H, carries 0.245; number 32, H, carries 0.253; number 33, H, carries 0.246; number 34, H, carries 0.193; number 35, H, carries 0.264; number 36, H, carries 0.239; number 37, H, carries 0.294; number 38, H, carries 0.205; number 39, H, carries 0.370; number 40, H, carries 0.252; number 41, H, carries 0.238; number 42, H, carries 0.208; number 43, H, carries 0.264; number 44, H, carries 0.260; number 45, H, carries 0.230; number 46, H, carries 0.213; number 47, H, carries -0.030; number 48, H, carries 0.230; number 49, H, carries 0.217; number 50, H, carries 0.212

Record 3
ORCA calculation (wB97M-V/def2-TZVPD) on a molecular structure, C3H6O4 at a distorted geometry.

Positions of all 13 atoms, in Å:
O1 -0.2936 2.2873 -1.3514
O2 1.0528 0.5591 -0.8497
O3 -0.5440 0.2561 1.3777
O4 -1.9522 -0.2453 -0.4343
C1 1.4956 -0.9485 0.0351
C2 -0.0305 1.2349 -0.8283
C3 -1.1622 0.6762 0.2417
H1 -0.2512 -0.6999 1.4012
H2 2.1858 -1.2108 -0.7586
H3 -1.7707 1.5662 0.4347
H4 0.9556 -1.8872 0.1763
H5 -1.5532 -1.1206 -0.3720
H6 1.8677 -0.4675 0.9276

The value obtained for the energy above the lowest of the compared OMol25 structures with the same formula, charge and spin is 335.3 kJ/mol. The max |F| comes out at 5.31 eV Å⁻¹. For the highest occupied orbital energy, the calculation gives -9.06 eV. The calculation puts the total energy at -418.7665 Eh. For the LUMO energy, the calculation gives -0.475 eV.

From a natural (NBO) analysis of the wavefunction, the atomic charges in e read: number 1, O, carries -0.587; number 2, O, carries -0.536; number 3, O, carries -0.709; number 4, O, carries -0.695; number 5, C, carries -0.246; number 6, C, carries 0.739; number 7, C, carries 0.284; number 8, H, carries 0.473; number 9, H, carries 0.221; number 10, H, carries 0.180; number 11, H, carries 0.191; number 12, H, carries 0.458; number 13, H, carries 0.227

Record 4
ORCA calculation (wB97M-V/def2-TZVPD) on 6 unconnected molecules or ions with the total composition C9H28FO9 at a distorted geometry.

Positions of all 47 atoms, in Å:
F1 -0.4355 -0.4213 -0.0240
O1 2.2323 -1.9839 -3.4760
O2 -1.6889 -2.8296 0.1900
O3 -2.0087 1.5539 1.1906
O4 -0.0749 -0.7165 -2.7216
O5 -3.4887 -0.6491 2.4553
O6 0.1879 -0.3643 2.4241
O7 2.2898 -0.7253 0.1307
O8 0.2144 2.1166 -1.2254
O9 1.1777 4.9124 -0.8558
C1 -2.4838 -2.6237 1.3515
C2 0.9903 -2.5916 -3.7475
C3 2.3056 -1.1835 1.4530
C4 1.4968 2.4926 -0.7883
C5 -3.4121 -1.4350 1.2417
C6 1.9033 3.8106 -1.3706
C7 1.5951 -0.2347 2.4191
C8 -0.0607 -2.1164 -2.7570
C9 -1.6867 2.4683 2.2059
H1 -1.3550 0.8940 0.9180
H2 2.9829 3.9660 -1.2302
H3 -1.1246 -2.0437 -0.0124
H4 -1.0412 -2.5902 -2.8761
H5 -1.8141 -2.5824 2.2180
H6 1.8298 3.7425 -2.4698
H7 1.1406 -3.6712 -3.7419
H8 -0.1319 -0.5345 1.5169
H9 3.3018 -1.3112 1.8882
H10 0.6077 -2.3904 -4.7610
H11 -2.6210 -0.2196 2.4318
H12 2.2718 1.7561 -1.0311
H13 1.8638 0.8016 2.1618
H14 1.8282 -2.1699 1.4904
H15 -2.5320 3.1361 2.3222
H16 -0.3059 -0.4141 -1.8149
H17 1.4897 2.5947 0.3085
H18 -3.0186 -3.5711 1.4588
H19 -0.7990 3.0267 1.8948
H20 0.2509 -2.4969 -1.7733
H21 2.0491 -1.0345 -3.4411
H22 -3.0720 -0.7638 0.4481
H23 1.3576 -0.4887 -0.0304
H24 -1.4246 1.9722 3.1432
H25 1.7453 5.6806 -0.8120
H26 1.9612 -0.3974 3.4381
H27 -0.0459 1.3128 -0.7426
H28 -4.4477 -1.6835 1.0021

The value obtained for the energy above the lowest of the compared OMol25 structures with the same formula, charge and spin is 0.0 kJ/mol. The max |F| comes out at 1.91 eV Å⁻¹. The total charge is -1. For the highest occupied orbital energy, the calculation gives -6.71 eV. The calculation puts the total energy at -1136.7637 Eh. For the LUMO energy, the calculation gives 2.863 eV.

From a natural (NBO) analysis of the wavefunction, the atomic charges in e read: number 1, F, carries -0.848; number 2, O, carries -0.722; number 3, O, carries -0.769; number 4, O, carries -0.772; number 5, O, carries -0.764; number 6, O, carries -0.730; number 7, O, carries -0.779; number 8, O, carries -0.744; number 9, O, carries -0.734; number 10, O, carries -0.720; number 11, C, carries -0.094; number 12, C, carries -0.076; number 13, C, carries -0.090; number 14, C, carries -0.087; number 15, C, carries -0.107; number 16, C, carries -0.076; number 17, C, carries -0.082; number 18, C, carries -0.092; number 19, C, carries -0.235; number 20, H, carries 0.503; number 21, H, carries 0.152; number 22, H, carries 0.504; number 23, H, carries 0.160; number 24, H, carries 0.172; number 25, H, carries 0.159; number 26, H, carries 0.170; number 27, H, carries 0.497; number 28, H, carries 0.161; number 29, H, carries 0.137; number 30, H, carries 0.476; number 31, H, carries 0.176; number 32, H, carries 0.152; number 33, H, carries 0.161; number 34, H, carries 0.171; number 35, H, carries 0.515; number 36, H, carries 0.155; number 37, H, carries 0.162; number 38, H, carries 0.160; number 39, H, carries 0.167; number 40, H, carries 0.481; number 41, H, carries 0.189; number 42, H, carries 0.496; number 43, H, carries 0.161; number 44, H, carries 0.461; number 45, H, carries 0.160; number 46, H, carries 0.495; number 47, H, carries 0.164

no.,frontier orbital gap (Ha)
1,0.3006
2,0.3409
3,0.3155
4,0.3519